A.
DFT (ωB97M-V/def2-TZVPD) results for a gas-phase ion, C5H11N2 (charge +1).

Element x y z (Å)
N (-0.48287, -0.85370, -0.18049)
N (2.92318, 0.24656, -0.05226)
C (-1.79714, -1.41871, -0.04343)
C (1.47119, 0.28915, 0.04617)
C (-1.98763, 1.15436, -0.28950)
C (-1.48993, -0.01842, 0.49656)
C (0.82015, -0.84205, -0.28206)
H (3.25725, 0.18536, -1.03446)
H (-1.21645, 1.85815, -0.57670)
H (-1.68796, -2.26867, 0.61203)
H (-2.23180, -1.75556, -0.94288)
H (3.40587, 1.00209, 0.42892)
H (3.14084, -0.55716, 0.61197)
H (0.91525, 1.09184, 0.49890)
H (-2.71164, 1.78558, 0.19792)
H (-1.30206, -0.02868, 1.53386)
H (1.42757, -1.56799, -0.79229)
H (-2.22037, 0.80940, -1.29290)

Calculated values
Net charge ... +1
SMILES ... C[C@H]1CN1/C=C/[NH3+]
HOMO ... -12.117 eV
Spin multiplicity ... 1

***

B.
DFT (ωB97M-V/def2-TZVPD) results for 2 unconnected molecules or ions with the total composition C5H11N2.

Element x y z (Å)
N (2.09954, -0.45218, 0.23711)
N (-1.64006, -1.35047, -0.46909)
C (2.65205, 0.33765, -0.56324)
C (-0.87740, 0.30814, 1.36193)
C (-0.99000, -0.23027, -0.09653)
C (-0.41509, 0.74095, -1.05343)
C (1.48235, -1.39683, 0.52370)
H (2.96037, 0.03104, -1.58239)
H (-1.83054, -1.31739, -1.41697)
H (0.22016, 0.28090, 1.79009)
H (2.57057, 1.40532, -0.35172)
H (-2.19481, -1.85157, 0.19125)
H (-1.20219, 1.32424, 1.32514)
H (1.41484, -1.98563, 1.43517)
H (-0.63518, 0.62897, -2.11593)
H (0.74006, 0.76026, -1.05355)
H (-0.81191, 1.79117, -0.91767)
H (-1.46933, -0.21587, 2.07766)

Calculated values
Net charge ... +1
HOMO ... -11.924 eV
Spin multiplicity ... 1

***

Each structure's energy above the most stable one, in hartree: A 0.0000; B 0.0331.